No. 1
105
Properties=species:S:1:pos:R:3:lowdin_charge:R:1 method="wB97M-V/def2-TZVPD" e_tot_ev=-130053.8303 largest_force_ha_per_bohr=0.0298 de_lowest_kcal_mol=37.3 spin_multiplicity=1 homo_lumo_gap_ev="5.6 / 4.7" charge=+1
Pb -0.182 -0.408 -0.074 0.977
S 0.832 -2.878 -0.702 0.583
C 1.806 -3.222 0.686 -0.690
C 2.222 -4.549 0.826 -0.071
C 2.994 -4.968 1.894 -0.188
C 3.432 -6.307 1.981 -0.186
N 3.809 -7.389 2.027 0.179
C 3.356 -4.034 2.892 -0.187
C 2.949 -2.717 2.765 -0.067
C 2.201 -2.277 1.669 -0.663
S 1.858 -0.576 1.630 0.623
C 4.133 -4.416 4.010 -0.185
N 4.773 -4.694 4.920 0.179
H 1.921 -5.255 0.070 0.110
H 3.216 -2.002 3.531 0.114
Cl -1.618 -0.924 2.634 0.665
C -1.716 0.461 3.684 -0.622
C -2.217 0.279 4.961 -0.096
C -2.314 1.370 5.809 -0.064
C -1.917 2.625 5.378 -0.063
C -1.418 2.792 4.101 -0.078
C -1.302 1.706 3.235 -0.366
P -0.606 1.910 1.541 1.014
C -1.566 3.376 1.033 -0.344
C -1.086 4.676 1.107 -0.083
C -1.867 5.722 0.645 -0.071
C -3.124 5.483 0.117 -0.075
C -3.612 4.188 0.065 -0.064
C -2.837 3.144 0.524 -0.085
C 1.029 2.590 1.962 -0.390
C 1.734 3.240 0.953 -0.107
C 2.997 3.743 1.196 -0.074
C 3.578 3.589 2.445 -0.077
C 2.898 2.906 3.440 -0.069
C 1.629 2.406 3.204 -0.110
H -2.519 -0.705 5.282 0.107
H -2.702 1.240 6.807 0.110
H -1.988 3.476 6.039 0.110
H -1.104 3.769 3.762 0.113
H -0.106 4.876 1.518 0.101
H -1.483 6.730 0.690 0.104
H -3.722 6.301 -0.256 0.104
H -4.590 3.990 -0.345 0.108
H -3.206 2.131 0.471 0.086
H 1.271 3.347 -0.016 0.100
H 3.528 4.260 0.409 0.103
H 4.558 3.999 2.642 0.103
H 3.357 2.758 4.407 0.109
H 1.114 1.871 3.989 0.107
F 6.762 0.692 -2.158 0.050
C 5.692 1.129 -2.874 -0.178
C 4.453 0.898 -2.338 0.097
C 3.305 1.393 -2.954 -0.042
C 1.984 1.150 -2.356 -0.293
O 1.828 0.246 -1.529 -0.093
C 0.972 2.043 -2.858 -0.013
C 1.201 2.786 -3.966 0.045
N 2.356 2.773 -4.673 0.000
C 2.447 3.537 -5.882 -0.266
C 2.653 2.808 -7.179 -0.096
C 1.337 3.461 -6.887 -0.072
C 3.456 2.154 -4.128 -0.119
C 4.726 2.289 -4.706 0.058
C 5.877 1.789 -4.107 -0.126
N 7.143 1.985 -4.666 -0.082
C 7.387 2.833 -5.800 -0.130
C 7.689 2.015 -7.067 -0.081
N 8.856 1.132 -6.789 0.052
C 8.592 0.254 -5.614 -0.081
C 8.284 1.146 -4.408 -0.125
C -0.361 2.284 -2.146 -0.617
O -1.225 2.900 -2.744 0.061
O -0.428 1.840 -0.959 -0.291
H 4.362 0.359 -1.407 0.147
H 0.411 3.429 -4.329 0.150
H 2.928 4.500 -5.743 0.157
H 2.698 1.731 -7.136 0.112
H 3.288 3.248 -7.931 0.100
H 0.484 2.835 -6.683 0.114
H 1.093 4.362 -7.426 0.111
H 4.785 2.833 -5.634 0.089
H 8.254 3.474 -5.588 0.140
H 6.541 3.487 -5.988 0.125
H 7.929 2.673 -7.906 0.141
H 6.838 1.385 -7.333 0.144
H 9.665 1.727 -6.561 0.189
H 9.093 0.569 -7.614 0.193
H 9.467 -0.364 -5.414 0.143
H 7.738 -0.387 -5.841 0.148
H 9.156 1.777 -4.193 0.142
H 8.134 0.503 -3.550 0.127
Cl -2.349 -1.146 -3.817 0.742
C -3.378 -1.931 -2.687 -0.599
C -4.061 -3.070 -3.066 -0.097
C -4.882 -3.724 -2.162 -0.053
C -5.035 -3.226 -0.870 -0.067
C -4.346 -2.107 -0.483 -0.022
C -3.493 -1.408 -1.372 -0.320
C -2.841 -0.243 -0.942 -0.057
H -3.942 -3.443 -4.070 0.107
H -5.401 -4.623 -2.460 0.111
H -5.692 -3.718 -0.170 0.110
H -4.465 -1.706 0.514 0.116
H -3.102 0.119 0.038 0.031
H -2.513 0.489 -1.658 0.033

***

No. 2
100
Properties=species:S:1:pos:R:3:lowdin_charge:R:1 method="wB97M-V/def2-TZVPD" e_tot_ev=-124465.7693 largest_force_ha_per_bohr=0.0242 spin_multiplicity=1 homo_lumo_gap_ev="5.3 / 5.2" charge=-1
Mo 1.096 -0.141 -0.437 1.548
O 4.082 3.072 -3.824 0.038
C 4.283 1.839 -4.322 -0.279
C 5.132 1.707 -5.420 -0.030
C 5.376 0.463 -5.971 -0.106
C 4.779 -0.675 -5.439 -0.107
C 3.932 -0.546 -4.354 -0.027
C 3.671 0.697 -3.779 -0.075
C 2.768 0.770 -2.605 -0.437
O 2.238 -0.324 -2.183 -0.167
N 2.625 1.930 -2.022 0.044
N 1.893 1.814 -0.847 -0.163
C 1.793 2.883 -0.131 -0.134
C 1.146 2.927 1.132 -0.176
C 1.246 4.138 1.850 -0.094
C 0.727 4.342 3.099 -0.141
C 0.101 3.228 3.717 -0.110
C -0.057 2.050 3.072 -0.069
C 0.358 1.817 1.685 -0.353
O 0.867 0.325 1.644 -0.253
H 3.493 2.963 -3.029 0.058
H 5.590 2.602 -5.821 0.109
H 6.040 0.381 -6.823 0.094
H 4.972 -1.648 -5.869 0.091
H 3.444 -1.407 -3.918 0.112
H 2.272 3.791 -0.499 0.128
H 1.779 4.944 1.354 0.100
H 0.821 5.289 3.608 0.075
H -0.259 3.312 4.737 0.098
H -0.499 1.204 3.584 0.101
C 4.207 0.865 0.949 -0.015
C 3.919 -0.572 1.237 -0.294
C 4.710 -1.279 2.124 -0.041
C 4.410 -2.610 2.403 -0.071
C 3.347 -3.202 1.764 -0.029
C 2.595 -2.450 0.853 -0.202
N 2.862 -1.140 0.622 0.058
C 1.495 -3.023 0.097 -0.226
C 1.303 -4.371 -0.077 -0.041
C 0.335 -4.848 -0.972 -0.107
C -0.329 -3.912 -1.742 -0.045
C -0.130 -2.549 -1.563 -0.241
N 0.694 -2.069 -0.536 -0.076
C -0.751 -1.518 -2.334 -0.234
C -1.599 -1.794 -3.426 -0.044
C -2.224 -0.768 -4.071 -0.075
C -2.017 0.541 -3.622 -0.043
C -1.153 0.774 -2.578 -0.297
C -0.899 2.176 -2.120 -0.026
N -0.505 -0.236 -1.942 0.030
H 3.433 1.500 1.387 0.075
H 4.214 1.050 -0.124 0.073
H 5.171 1.149 1.371 0.079
H 5.542 -0.779 2.599 0.102
H 5.002 -3.172 3.114 0.101
H 3.080 -4.228 1.963 0.098
H 1.941 -5.074 0.440 0.098
H 0.178 -5.908 -1.113 0.083
H -1.013 -4.249 -2.510 0.098
H -1.751 -2.816 -3.737 0.099
H -2.880 -0.966 -4.909 0.103
H -2.509 1.380 -4.095 0.103
H -1.663 2.842 -2.520 0.079
H 0.080 2.515 -2.460 0.074
H -0.891 2.233 -1.032 0.050
C -0.351 0.772 0.880 -0.365
Ge -2.110 0.189 1.510 1.035
C -2.014 -1.432 2.600 -0.254
C -0.803 -2.082 2.834 -0.084
C -0.766 -3.282 3.530 -0.084
C -1.937 -3.847 4.011 -0.103
C -3.151 -3.212 3.785 -0.099
C -3.185 -2.020 3.079 -0.120
C -3.357 -0.299 0.073 -0.249
C -4.456 0.489 -0.266 -0.099
C -5.390 0.053 -1.197 -0.097
C -5.252 -1.193 -1.790 -0.102
C -4.177 -2.000 -1.445 -0.094
C -3.242 -1.554 -0.525 -0.109
C -3.008 1.655 2.457 -0.277
C -3.094 2.903 1.842 -0.117
C -3.673 3.983 2.488 -0.087
C -4.188 3.829 3.768 -0.103
C -4.120 2.592 4.390 -0.096
C -3.534 1.515 3.738 -0.103
H 0.118 -1.648 2.467 0.082
H 0.184 -3.778 3.689 0.098
H -1.907 -4.784 4.554 0.094
H -4.071 -3.653 4.149 0.095
H -4.144 -1.551 2.881 0.103
H -4.596 1.456 0.203 0.085
H -6.233 0.685 -1.450 0.095
H -5.982 -1.537 -2.512 0.095
H -4.062 -2.978 -1.897 0.103
H -2.421 -2.209 -0.248 0.102
H -2.668 3.051 0.854 0.106
H -3.706 4.949 2.001 0.099
H -4.634 4.672 4.280 0.094
H -4.514 2.467 5.391 0.095
H -3.466 0.561 4.248 0.092